Below is the molecule C5H7NO at a distorted geometry, with properties calculated with wB97M-V/def2-TZVPD.

Results
2S+1: 1
E in Ha: -324.69115
Charge: 0
SMILES: C[C@H](C#N)CC=O
Energy relative to the best compared isomer or geometry (same formula, charge and spin) in kJ/mol: 87.5
Max |F| in eV Å⁻¹: 1.1
LUMO energy in eV: 0.715

The geometry in XYZ format:
```
14
C5H7NO, DFT wB97M-V/def2-TZVPD
C -0.867 1.184 -1.092
C 0.225 0.613 -0.176
C -0.345 -0.375 0.865
C 0.550 -1.517 1.324
O 0.340 -2.104 2.357
C 1.264 -0.053 -0.978
N 2.078 -0.646 -1.547
H -0.449 1.892 -1.813
H -1.625 1.702 -0.496
H -1.358 0.378 -1.649
H 0.718 1.444 0.344
H -0.670 0.161 1.761
H -1.240 -0.855 0.446
H 1.378 -1.823 0.653
```